Entry 1:
Entry from the Open Molecules 2025 dataset: C44H129F4N13O23PbS4 as an isolated structure at a distorted geometry (ωB97M-V/def2-TZVPD).

The geometry in ORCA input format:
```
! RIJCOSX wB97M-V def2-TZVPD def2/J DEFGRID3
* xyz 0 1
Pb -1.8609 -1.4929 -2.6171
N -4.1417 -0.5354 -2.7267
S -5.5460 -0.9904 -2.6244
O -6.3781 -1.2025 -3.8120
O -6.1773 -0.6492 -1.3429
F -5.1912 -2.5487 -2.3003
S -4.6156 1.0578 -3.2944
O -5.3821 1.8522 -2.4146
O -4.7449 1.2087 -4.7444
F -3.1836 1.6623 -3.0891
N -0.8064 -0.5712 -0.6891
S -1.5532 0.3030 0.4525
O -1.7007 1.7323 0.3167
O -1.5201 -0.2902 1.7700
F -2.9660 -0.3173 0.0091
S 0.5725 -0.2765 -0.1847
O 1.1554 -1.1618 0.7530
O 1.0487 1.1339 -0.1642
F 1.2413 -0.8531 -1.5924
O -6.6905 0.3006 1.2808
H -6.5540 -0.1534 0.4492
H -5.8076 0.4848 1.6014
O 2.5982 -0.7125 -4.2793
H 3.1092 -1.5135 -4.1628
H 3.2493 -0.0391 -4.4766
O -0.2605 -0.5422 -4.3166
H -0.5404 0.1286 -4.9394
H 0.6597 -0.6980 -4.5292
O -1.4254 -4.0901 3.9832
H -2.0264 -3.4517 3.5991
H -1.0160 -3.6253 4.7130
C -4.6157 -2.5937 4.8532
C -4.1378 -1.6642 3.7750
C -4.5027 -0.1752 4.0332
O -4.2424 0.6244 2.8354
C -3.8171 1.9661 2.9131
N -2.7237 -1.7981 3.6585
H -4.5394 -3.6518 4.6026
H -5.6627 -2.3458 5.0278
H -4.0850 -2.3023 5.7595
H -4.6167 -1.9900 2.8515
H -3.9038 0.2608 4.8328
H -5.5695 -0.1872 4.2565
H -4.4752 2.5802 3.5279
H -3.8659 2.4249 1.9255
H -2.8201 1.9962 3.3524
H -2.3122 -1.2636 2.9068
H -2.3441 -1.3515 4.4811
C -1.8646 -4.7441 0.9547
C -1.5614 -3.7014 -0.1656
C -0.3164 -4.1771 -1.0057
O -0.0974 -3.2433 -2.1507
C 0.8309 -3.7344 -3.1520
N -2.6409 -3.6250 -1.0779
H -2.8308 -4.5434 1.4177
H -1.0454 -4.8575 1.6647
H -2.1226 -5.6948 0.4882
H -1.4562 -2.6846 0.2128
H -0.4831 -5.2285 -1.2401
H 0.4402 -4.2177 -0.2221
H 0.6724 -4.7768 -3.4281
H 1.8811 -3.6519 -2.8720
H 0.7832 -3.1366 -4.0622
H -3.4786 -3.6756 -0.5160
H -2.6444 -4.4536 -1.6554
C 2.8444 -5.1397 1.6684
C 3.7986 -5.0465 0.4454
C 4.2013 -3.6331 0.1855
O 5.2843 -3.6436 -0.7953
C 5.7871 -2.3626 -1.1274
N 4.8906 -5.9373 0.7394
H 2.0796 -4.3772 1.5208
H 3.2883 -4.7762 2.5951
H 2.2660 -6.0357 1.8938
H 3.0927 -5.2978 -0.3463
H 4.6324 -3.1245 1.0479
H 3.3036 -3.0965 -0.1213
H 5.3930 -2.0491 -2.0941
H 6.8674 -2.4110 -1.2643
H 5.5111 -1.5624 -0.4406
H 5.5731 -5.8080 0.0062
H 5.2479 -5.3229 1.4570
C -5.1845 -8.2152 -0.9772
C -5.9740 -6.9409 -0.9085
C -5.6658 -6.1600 0.4002
O -6.5676 -5.0841 0.5844
C -6.3442 -4.3746 1.8552
N -5.6149 -6.1122 -2.0216
H -4.1398 -7.9606 -0.7991
H -5.3438 -8.7078 -1.9364
H -5.5893 -8.8603 -0.1974
H -7.0383 -7.1666 -0.9749
H -4.6334 -6.0651 0.7367
H -6.0364 -6.9165 1.0919
H -6.4463 -4.9125 2.7978
H -7.0723 -3.5636 1.8704
H -5.3089 -4.0339 1.8442
H -5.9363 -5.1679 -1.8633
H -6.0132 -6.4875 -2.8705
C 4.7669 0.8231 -1.7898
C 4.6169 1.8970 -2.8866
C 5.5353 3.1293 -2.8761
O 6.8890 2.7207 -2.4969
C 7.8556 3.7996 -2.3069
N 4.6246 1.3301 -4.2411
H 4.1575 1.1697 -0.9551
H 5.7668 0.6044 -1.4151
H 4.2845 -0.1087 -2.0847
H 3.5750 2.1908 -2.7597
H 5.2909 3.6972 -1.9783
H 5.5112 3.7981 -3.7365
H 8.8648 3.4510 -2.5262
H 7.7570 3.9962 -1.2394
H 7.6452 4.7142 -2.8613
H 5.5673 0.9757 -4.3172
H 4.5967 2.1388 -4.8455
C 6.4239 2.2828 3.8572
C 6.9747 2.3525 2.4134
C 6.8205 1.1565 1.4392
O 7.6906 0.1313 1.7603
C 8.8692 0.1168 1.0339
N 6.4871 3.5894 1.8411
H 5.4013 1.9119 3.9268
H 6.5959 3.1495 4.4954
H 6.9888 1.4965 4.3579
H 8.0566 2.4808 2.4481
H 6.8559 1.4318 0.3851
H 5.7583 0.9149 1.4790
H 9.2967 -0.8527 0.7780
H 9.6524 0.4012 1.7365
H 9.0249 0.7711 0.1761
H 6.5545 3.5761 0.8334
H 7.1502 4.3103 2.0876
C -4.4521 9.7422 3.5493
C -2.9395 9.5277 3.0910
C -2.8233 8.8201 1.6553
O -3.2709 7.4503 1.6965
C -3.4795 6.8176 0.4503
N -2.2390 10.8357 3.2795
H -5.0040 10.1347 2.6952
H -4.4986 10.5821 4.2426
H -5.0015 8.8547 3.8631
H -2.5255 8.8072 3.7963
H -1.7955 9.0400 1.3667
H -3.4365 9.4521 1.0129
H -3.7405 5.7627 0.5342
H -2.5117 7.0108 -0.0125
H -4.3617 7.3341 0.0721
H -2.6674 11.1787 4.1274
H -2.8217 11.5057 2.7982
C 2.8642 3.9507 1.7986
C 1.2981 4.0296 1.8486
C 0.6092 5.3348 2.4355
O 0.8006 5.5623 3.8066
C 0.3795 4.4660 4.5275
N 0.9156 3.7964 0.4886
H 3.2255 4.2128 2.7930
H 3.1441 4.7417 1.1029
H 3.2475 2.9797 1.4851
H 0.8716 3.1417 2.3154
H -0.4179 5.4591 2.0925
H 1.0956 6.2417 2.0764
H 0.4329 4.7086 5.5888
H 0.9877 3.5616 4.5412
H -0.6801 4.3704 4.2906
H -0.0619 3.7039 0.2516
H 1.2135 2.8426 0.3417
C -1.2886 3.7474 -2.7445
C -0.2087 4.9000 -2.8777
C 0.2767 5.0456 -4.3847
O 0.4289 3.7060 -4.9290
C 1.5365 3.0421 -4.4571
N -0.6715 6.1441 -2.2449
H -0.8636 2.7532 -2.8828
H -2.1927 3.9467 -3.3197
H -1.5932 3.7332 -1.6980
H 0.5567 4.4812 -2.2244
H 1.1311 5.7212 -4.3448
H -0.3241 5.6285 -5.0828
H 1.8387 3.3237 -3.4484
H 2.4537 3.2802 -4.9958
H 1.1225 2.0341 -4.4830
H 0.0977 6.7926 -2.3334
H -0.7934 6.0465 -1.2471
C 2.3931 -0.5372 5.5634
C 2.0585 -1.3304 4.2724
C 3.2341 -2.0683 3.6179
O 4.3929 -1.1960 3.6722
C 5.5412 -1.7287 3.1623
N 0.8999 -2.1057 4.4592
H 2.7309 -1.2481 6.3174
H 1.5308 0.0501 5.8790
H 3.2335 0.1541 5.5008
H 1.7600 -0.5874 3.5328
H 2.9161 -2.4123 2.6337
H 3.5074 -3.0261 4.0606
H 5.6912 -1.5316 2.1008
H 5.6690 -2.7981 3.3304
H 6.2603 -1.1016 3.6891
H 0.4121 -2.5367 3.6870
H 1.3382 -2.8768 4.9424
C -3.2221 -2.0028 -6.0275
C -3.4197 -3.3032 -5.2533
C -3.7485 -4.5136 -6.0427
O -4.4415 -5.4781 -5.1697
C -5.0551 -6.5112 -6.0117
N -2.3717 -3.4163 -4.2112
H -3.8548 -1.8245 -6.8969
H -2.2044 -1.8172 -6.3711
H -3.5132 -1.3067 -5.2408
H -4.3117 -3.1250 -4.6529
H -2.8767 -4.9995 -6.4808
H -4.5076 -4.2240 -6.7694
H -5.4305 -7.1701 -5.2287
H -4.3994 -7.1502 -6.6031
H -5.9652 -6.2382 -6.5458
H -1.6497 -3.9486 -4.6755
H -2.8978 -4.1034 -3.6904
*
```

Calculated values
LUMO energy: -0.8 eV
HOMO-LUMO gap: 7.56 eV
Highest occupied orbital energy: -8.4 eV

***

Entry 2:
Entry from the Open Molecules 2025 dataset: F8KN4O16S8 as an isolated structure at a distorted geometry (ωB97M-V/def2-TZVPD).

The geometry in ORCA input format:
```
! RIJCOSX wB97M-V def2-TZVPD def2/J DEFGRID3
* xyz -3 1
K -0.5219 -0.6170 -0.0815
N -1.4982 1.1773 3.6243
S -2.6148 1.6131 4.5019
O -3.1722 3.0007 4.3934
O -2.6673 0.9621 5.8021
F -3.8052 0.7865 3.7921
S -0.5794 2.6349 4.0237
O -0.2172 2.8939 5.3935
O -0.8263 3.7562 3.1328
F 0.8409 2.0098 3.4979
N -2.1729 -0.2886 -3.6061
S -1.1134 -0.7733 -4.8339
O 0.2924 -0.4182 -4.6732
O -1.6259 -0.7648 -6.1944
F -1.1321 -2.3888 -4.5783
S -2.5301 1.0852 -4.1534
O -3.6981 1.0456 -5.0276
O -1.4903 2.0295 -4.4427
F -3.1246 1.6510 -2.7935
N 4.0335 3.3735 -1.7231
S 4.7596 2.5852 -0.4005
O 4.3658 1.1744 -0.2164
O 5.2466 3.2383 0.7682
F 6.1372 2.2553 -1.1680
S 2.8377 3.8121 -0.8785
O 3.2520 4.8846 0.1038
O 1.6984 2.9332 -0.6833
F 2.1785 4.7778 -2.0012
N -0.2346 -4.3749 1.1128
S -1.4844 -5.5696 1.1552
O -1.8234 -5.8764 2.5009
O -1.6595 -6.4483 0.0400
F -2.6925 -4.5408 0.8131
S 0.7590 -5.3275 0.6501
O 1.3181 -5.0615 -0.6732
O 1.0338 -6.6240 1.2911
F 1.9307 -4.6065 1.5319
*
```

Calculated values
LUMO energy: 5.3 eV
HOMO-LUMO gap: 8.91 eV
Highest occupied orbital energy: -3.6 eV
Relative energy (zero: lowest compared OMol25 entry of this formula, charge and spin): 563.8 kJ/mol

***

Entry 3:
Entry from the Open Molecules 2025 dataset: C3H6N4 in the gas phase at a distorted geometry (ωB97M-V/def2-TZVPD).

The geometry in ORCA input format:
```
! RIJCOSX wB97M-V def2-TZVPD def2/J DEFGRID3
* xyz 0 1
H -0.9019 -1.0257 1.8861
N -0.2683 -1.5789 1.1965
C -0.0723 -0.6636 0.3180
N 0.4865 -1.0300 -0.9253
C 0.9217 0.1363 -1.6122
C 0.4691 1.2553 -0.8787
N -0.4215 0.6199 0.1207
N -0.9448 1.1308 1.3096
H 1.0453 -1.9939 -0.6659
H 1.4465 0.2830 -2.5837
H 0.3146 2.3716 -1.1475
H -1.7413 0.4897 1.6882
H -0.0374 1.5149 1.9501
*
```

Calculated values
LUMO energy: 0.7 eV
HOMO-LUMO gap: 8.57 eV
Highest occupied orbital energy: -7.9 eV
SMILES: [H]/N=c1/[nH]ccn1N
Relative energy (zero: lowest compared OMol25 entry of this formula, charge and spin): 381.2 kJ/mol

***

Entry 4:
Entry from the Open Molecules 2025 dataset: an isolated ion of composition C5H10NO2 and charge +1 at a distorted geometry (ωB97M-V/def2-TZVPD).

The geometry in ORCA input format:
```
! RIJCOSX wB97M-V def2-TZVPD def2/J DEFGRID3
* xyz 1 1
O -1.9857 1.2950 -1.4735
C -0.8151 1.5096 -1.2683
C 0.0484 0.2814 -0.7970
O 0.2772 -0.3850 -2.1936
C 1.1881 0.4193 0.1835
C 0.9586 -0.6296 1.2680
C -0.6015 -0.4406 1.3517
N -0.9941 -0.5392 -0.1141
H -0.3629 2.4691 -1.4708
H 0.9686 -0.9864 -2.0228
H 0.9561 1.2710 0.6989
H 2.2152 0.1730 -0.2727
H 1.1792 -1.6560 0.9678
H 1.4606 -0.3965 2.1728
H -0.9501 -1.2497 2.0052
H -0.6461 0.5675 1.6113
H -0.9937 -1.5439 -0.4253
H -1.9029 -0.1590 -0.2212
*
```

Calculated values
LUMO energy: -4.0 eV
HOMO-LUMO gap: 11.14 eV
Highest occupied orbital energy: -15.1 eV
SMILES: O=C[C@@]1(O)CCC[NH2+]1
Relative energy (zero: lowest compared OMol25 entry of this formula, charge and spin): 238.4 kJ/mol

***

- Which of these has the lowest LUMO energy?
  C5H10NO2